(1)
A molecular structure, C41H53F12MnN10OP2, computed with the ωB97M-V functional and the def2-TZVPD basis.

Computed properties:
E_LUMO (spin up / spin down): 2.34 / 2.34 eV
Strongest force on any atom: 0.080 Eh/bohr
E_tot: -142846.1716 eV
HOMO-LUMO gap (spin up / spin down): 8.6 / 8.6 eV

```
! wB97M-V def2-TZVPD RIJCOSX def2/J DEFGRID3
* xyz -1 6
Mn 3.24 -2.18 -1.94
P 6.20 -1.11 -1.14
F 4.90 -1.02 -2.30
F 6.61 0.46 -1.44
F 5.26 -0.54 0.00
F 7.40 -1.43 -0.16
F 5.52 -2.63 -0.81
F 7.06 -1.68 -2.31
P 0.79 0.23 -0.66
F 1.69 1.41 -0.16
F -0.53 1.06 -0.24
F 0.65 0.80 -2.15
F -0.10 -0.99 -1.16
F 2.16 -0.60 -1.08
F 0.92 -0.52 0.82
C 1.24 -2.33 -4.09
O 2.51 -2.66 -3.64
H 0.50 -3.18 -4.12
H 0.58 -1.66 -3.47
H 1.19 -1.94 -5.11
N 2.89 3.71 -0.79
C 2.79 5.08 -0.72
C 3.89 5.69 -0.12
C 4.77 4.58 0.16
C 4.12 3.43 -0.25
H 2.22 3.04 -1.09
H 1.95 5.61 -1.17
H 4.01 6.72 0.08
H 5.67 4.58 0.73
H 4.45 2.40 -0.19
N -0.99 0.55 -5.15
C -1.92 0.70 -4.14
C -3.16 0.38 -4.65
C -2.95 0.03 -6.03
C -1.58 0.11 -6.26
H 0.02 0.49 -5.00
H -1.62 0.95 -3.11
H -4.10 0.43 -4.15
H -3.73 -0.17 -6.75
H -1.09 -0.01 -7.18
N 1.23 -4.52 -1.45
C 1.58 -3.59 -0.44
C 2.92 -3.72 -0.17
C 3.47 -4.74 -1.14
C 2.37 -5.16 -1.84
H 0.38 -4.65 -2.00
H 0.86 -2.85 -0.02
H 3.49 -3.38 0.69
H 4.44 -5.24 -1.07
H 2.34 -5.89 -2.62
N 1.75 2.32 2.63
C 1.56 3.63 3.02
C 1.03 3.64 4.31
C 1.09 2.28 4.82
C 1.49 1.54 3.73
H 2.30 2.03 1.88
H 1.74 4.47 2.32
H 0.81 4.57 4.78
H 0.72 1.95 5.72
H 1.66 0.43 3.70
N -1.52 -1.46 3.96
C -1.70 -2.38 4.98
C -1.41 -3.65 4.51
C -0.88 -3.53 3.17
C -1.03 -2.18 2.89
H -1.56 -0.49 4.07
H -1.85 -2.04 5.98
H -1.44 -4.52 5.10
H -0.50 -4.28 2.50
H -0.81 -1.58 1.99
N -2.22 -4.09 -0.31
C -2.14 -5.43 -0.28
C -2.05 -5.89 -1.60
C -2.11 -4.72 -2.45
C -2.25 -3.62 -1.63
H -2.22 -3.53 0.51
H -2.17 -6.01 0.66
H -2.10 -6.92 -1.97
H -2.33 -4.71 -3.50
H -2.51 -2.62 -1.83
N 2.81 -1.95 2.67
C 4.07 -1.49 2.85
C 4.79 -2.44 3.46
C 3.94 -3.58 3.65
C 2.74 -3.29 3.17
H 2.01 -1.36 2.51
H 4.31 -0.47 2.60
H 5.74 -2.23 3.91
H 4.33 -4.52 3.96
H 1.86 -3.90 3.18
N -2.80 4.54 0.18
C -2.20 4.40 -1.04
C -2.83 5.21 -1.93
C -3.76 6.04 -1.21
C -3.71 5.57 0.09
H -2.69 3.85 0.93
H -1.45 3.66 -1.17
H -2.54 5.26 -2.99
H -4.27 6.92 -1.61
H -4.17 5.95 1.00
N -1.60 1.96 2.40
C -2.61 1.29 1.75
C -3.72 1.27 2.51
C -3.40 1.94 3.78
C -2.07 2.29 3.67
H -0.65 2.05 2.21
H -2.54 0.70 0.78
H -4.61 0.75 2.16
H -4.04 2.13 4.63
H -1.40 2.84 4.27
N -4.74 2.65 -2.03
C -6.05 2.92 -1.80
C -6.70 1.82 -1.25
C -5.70 0.83 -1.08
C -4.48 1.37 -1.47
H -4.09 3.37 -2.31
H -6.56 3.81 -2.08
H -7.66 1.78 -0.76
H -5.87 -0.16 -0.64
H -3.57 0.90 -1.59
*
```

(2)
4 unconnected molecules or ions with the total composition C41H53N3O11S, computed with the ωB97M-V functional and the def2-TZVPD basis.

Computed properties:
E_LUMO: -1.67 eV
Strongest force on any atom: 0.117 Eh/bohr
E_tot: -81190.3741 eV
HOMO-LUMO gap: 6.5 eV

```
! wB97M-V def2-TZVPD RIJCOSX def2/J DEFGRID3
* xyz 0 1
C -1.57 -0.18 4.53
C -2.67 0.53 3.59
C -3.57 -0.69 2.97
C -3.72 1.41 4.48
C -2.07 1.32 2.32
C -0.74 2.18 2.61
C -0.77 3.05 3.97
C -0.65 3.28 1.39
C 0.63 1.31 2.44
C 2.03 2.02 2.63
C 3.36 1.21 2.44
C 3.39 -0.31 2.09
O 4.57 -1.11 1.94
C 5.25 -0.84 0.68
C 5.38 -2.28 -0.08
O 5.12 -2.11 -1.50
C 6.34 -2.21 -2.28
C 5.88 -2.80 -3.73
C 4.71 -1.86 -4.28
C 3.51 -2.56 -5.01
C 2.31 -1.76 -5.58
C 1.16 -2.55 -6.31
C 1.51 -3.88 -7.09
C 0.33 -4.61 -7.77
N -1.05 -4.24 -7.79
C -1.34 -3.02 -7.10
C -0.35 -2.10 -6.34
C 2.34 -0.20 -5.43
N 1.34 0.76 -5.88
S 1.97 2.30 -5.42
N 3.47 2.01 -4.66
C 3.54 0.55 -4.71
C 4.74 -0.31 -4.14
C 2.02 -1.03 1.89
C 0.68 -0.21 2.07
H -2.08 -0.34 5.57
H -0.62 0.42 4.71
H -1.37 -1.25 4.14
H -3.58 -1.54 3.73
H -3.03 -1.07 2.02
H -4.60 -0.34 2.62
H -4.52 0.65 4.84
H -3.23 1.90 5.39
H -4.28 2.15 3.81
H -2.88 2.09 1.98
H -1.87 0.63 1.44
H -0.22 4.04 3.73
H -1.81 3.35 4.32
H -0.14 2.55 4.80
H -0.60 2.74 0.39
H 0.26 3.98 1.56
H -1.63 3.89 1.47
H 2.07 3.13 2.88
H 4.38 1.72 2.55
H 4.72 -0.05 0.05
H 6.33 -0.51 0.95
H 4.52 -2.93 0.35
H 6.35 -2.83 0.17
H 6.84 -1.20 -2.50
H 7.09 -2.96 -1.85
H 6.77 -2.90 -4.45
H 5.42 -3.83 -3.49
H 3.50 -3.71 -5.12
H 2.57 -4.27 -7.15
H 0.60 -5.59 -8.34
H -2.44 -2.67 -7.12
H -0.66 -1.14 -5.79
H 5.64 0.19 -3.63
H 1.95 -2.14 1.61
H -0.30 -0.77 1.92
C -5.19 5.58 9.57
C -4.87 4.24 8.93
C -3.59 4.24 8.14
O -3.84 3.25 7.15
C -5.19 3.20 6.97
O -5.73 2.62 6.08
O -5.84 3.90 7.94
H -5.45 6.32 8.81
H -6.06 5.48 10.22
H -4.35 5.95 10.16
H -4.87 3.45 9.69
H -2.73 3.97 8.76
H -3.39 5.20 7.65
C -1.85 1.98 -5.23
C -2.80 2.81 -6.07
C -2.13 3.96 -6.77
O -3.18 4.91 -6.88
C -4.04 4.66 -5.85
O -4.93 5.40 -5.52
O -3.76 3.47 -5.25
H -1.50 2.54 -4.36
H -2.37 1.10 -4.85
H -0.99 1.65 -5.82
H -3.34 2.17 -6.78
H -1.76 3.68 -7.76
H -1.31 4.40 -6.20
C 1.43 -6.91 0.93
C 0.49 -6.06 0.09
C 1.18 -4.92 -0.61
O 0.14 -3.95 -0.71
C -0.73 -4.20 0.31
O -1.61 -3.46 0.64
O -0.46 -5.39 0.91
H 1.78 -6.35 1.80
H 0.90 -7.78 1.30
H 2.29 -7.24 0.35
H -0.05 -6.69 -0.63
H 1.54 -5.20 -1.60
H 2.00 -4.48 -0.03
*
```

(3)
A molecular structure, C41H54As3BrF5N7SeY, computed with the ωB97M-V functional and the def2-TZVPD basis.

Computed properties:
E_LUMO: -2.64 eV
ΔE to the lowest compared entry with this formula, charge and spin: 48.1 kcal per mole
Strongest force on any atom: 0.031 Eh/bohr
E_tot: -386351.8162 eV
HOMO-LUMO gap: 7.5 eV

```
! wB97M-V def2-TZVPD RIJCOSX def2/J DEFGRID3
* xyz 1 1
Y -0.76 -0.74 1.29
C 2.66 0.54 -3.61
As 0.80 1.07 -3.14
C 0.90 2.80 -4.08
C 0.06 -0.04 -4.60
C -1.45 -0.12 -4.78
C -1.68 -0.75 -6.17
C -2.11 -1.04 -3.76
As -1.63 -1.10 -1.81
C -0.84 -2.90 -1.98
C -3.49 -1.54 -1.34
C -2.12 1.26 -4.78
As -2.51 2.05 -3.00
C -4.47 1.80 -3.04
C -2.66 3.90 -3.68
H 2.86 0.78 -4.66
H 2.82 -0.53 -3.48
H 3.38 1.07 -2.99
H 1.93 3.15 -4.11
H 0.30 3.55 -3.57
H 0.55 2.72 -5.10
H 0.44 -1.06 -4.44
H 0.51 0.34 -5.52
H -1.12 -1.68 -6.26
H -1.33 -0.08 -6.95
H -2.73 -0.96 -6.34
H -1.95 -2.08 -4.08
H -3.19 -0.86 -3.79
H -1.55 -3.57 -2.47
H -0.56 -3.34 -1.02
H 0.05 -2.83 -2.61
H -3.82 -2.41 -1.91
H -4.11 -0.68 -1.62
H -3.64 -1.73 -0.28
H -3.07 1.20 -5.31
H -1.49 1.96 -5.33
H -4.78 0.76 -3.00
H -4.88 2.24 -3.95
H -4.92 2.31 -2.18
H -1.70 4.39 -3.79
H -3.26 4.49 -2.98
H -3.16 3.89 -4.64
N 3.64 1.38 5.97
C 2.92 1.10 4.87
C 1.70 1.75 4.60
C 0.95 1.36 3.52
N 1.28 0.37 2.68
C 2.49 -0.17 2.88
C 3.33 0.15 3.92
H 3.32 2.07 6.63
H 4.50 0.90 6.17
H 1.33 2.53 5.25
H 0.02 1.88 3.32
H 2.83 -0.90 2.15
H 4.29 -0.33 4.01
Br 1.09 -3.13 2.81
C 1.92 -2.96 1.10
C 2.94 -3.82 0.74
C 3.53 -3.63 -0.49
C 3.07 -2.60 -1.30
C 2.03 -1.80 -0.85
N 1.47 -1.98 0.34
H 3.25 -4.61 1.41
H 4.35 -4.26 -0.81
H 3.51 -2.42 -2.27
H 1.63 -0.98 -1.45
F 0.09 -2.42 7.95
C -0.48 -1.73 6.96
C -0.86 -2.37 5.79
F -0.67 -3.68 5.63
C -1.41 -1.61 4.77
F -1.76 -2.21 3.60
C -1.60 -0.24 4.84
Se -2.34 0.67 3.34
C -1.24 0.38 6.04
F -1.38 1.70 6.17
C -0.68 -0.35 7.09
F -0.30 0.27 8.21
C -1.74 -2.70 1.00
C -2.58 -3.57 1.12
C -3.63 -4.50 1.31
C -4.38 -4.39 2.48
C -5.45 -5.23 2.70
C -5.79 -6.18 1.76
C -5.06 -6.29 0.58
C -3.99 -5.46 0.35
H -4.10 -3.64 3.21
H -6.02 -5.14 3.62
H -6.63 -6.84 1.93
H -5.34 -7.03 -0.15
H -3.42 -5.54 -0.56
C 3.07 2.11 -0.16
N 2.23 2.66 0.90
C 1.38 3.70 0.31
N 2.16 4.76 -0.31
C 3.00 4.16 -1.34
N 3.89 3.13 -0.80
C 4.73 3.76 0.22
N 3.93 4.34 1.29
C 3.10 3.30 1.88
C 3.04 5.34 0.71
H 2.40 1.66 -0.91
H 3.72 1.34 0.26
H 0.74 4.13 1.09
H 0.75 3.24 -0.47
H 3.60 4.93 -1.82
H 2.34 3.68 -2.08
H 5.33 4.54 -0.25
H 5.39 3.00 0.65
H 2.49 3.75 2.67
H 3.75 2.54 2.33
H 3.63 6.14 0.25
H 2.42 5.77 1.50
*
```